{
  "formula": "C94H214Br2F3N2O4P5",
  "method": "ωB97M-V with the def2-TZVPD basis set",
  "species": ["C", "C", "C", "C", "P", "C", "C", "C", "C", "C", "C", "C", "C", "C", "C", "C", "C", "H", "H", "H", "H", "H", "H", "H", "H", "H", "H", "H", "H", "H", "H", "H", "H", "H", "H", "H", "H", "H", "H", "H", "H", "H", "H", "H", "H", "H", "H", "H", "H", "H", "H", "H", "H", "C", "C", "C", "C", "P", "C", "C", "C", "C", "C", "C", "C", "C", "C", "C", "C", "C", "H", "H", "H", "H", "H", "H", "H", "H", "H", "H", "H", "H", "H", "H", "H", "H", "H", "H", "H", "H", "H", "H", "H", "H", "H", "H", "H", "H", "H", "H", "H", "H", "H", "H", "H", "H", "C", "C", "C", "C", "P", "C", "C", "C", "C", "C", "C", "C", "C", "C", "C", "C", "C", "H", "H", "H", "H", "H", "H", "H", "H", "H", "H", "H", "H", "H", "H", "H", "H", "H", "H", "H", "H", "H", "H", "H", "H", "H", "H", "H", "H", "H", "H", "H", "H", "H", "H", "H", "H", "C", "C", "C", "C", "P", "C", "C", "C", "C", "C", "C", "C", "C", "C", "C", "C", "C", "H", "H", "H", "H", "H", "H", "H", "H", "H", "H", "H", "H", "H", "H", "H", "H", "H", "H", "H", "H", "H", "H", "H", "H", "H", "H", "H", "H", "H", "H", "H", "H", "H", "H", "H", "H", "C", "C", "C", "C", "P", "C", "C", "C", "C", "C", "C", "C", "C", "C", "C", "C", "C", "H", "H", "H", "H", "H", "H", "H", "H", "H", "H", "H", "H", "H", "H", "H", "H", "H", "H", "H", "H", "H", "H", "H", "H", "H", "H", "H", "H", "H", "H", "H", "H", "H", "H", "H", "H", "C", "N", "C", "C", "C", "C", "O", "H", "H", "H", "H", "H", "H", "H", "H", "H", "H", "H", "H", "H", "H", "C", "N", "C", "C", "C", "C", "O", "H", "H", "H", "H", "H", "H", "H", "H", "H", "H", "H", "H", "H", "H", "Br", "Br", "C", "O", "O", "C", "F", "F", "F", "C", "C", "H", "H", "H", "H", "H", "H"],
  "positions_angstrom": [[10.85626, 28.46183, 20.58453], [12.33521, 28.57235, 20.41464], [12.81794, 27.57104, 19.41399], [14.18011, 27.92976, 18.93003], [15.28872, 26.73600, 18.29239], [16.81435, 27.51208, 17.65684], [17.83968, 26.46685, 17.22056], [19.28563, 27.09149, 17.34026], [19.82508, 27.47155, 18.75690], [14.58308, 25.94690, 16.80278], [13.66840, 26.83632, 15.93238], [13.65272, 26.11501, 14.53574], [12.89802, 24.78784, 14.44376], [15.74326, 25.62064, 19.57987], [16.58226, 26.29628, 20.67932], [16.47452, 25.47046, 21.98748], [15.07392, 25.80381, 22.63032], [10.51279, 27.42263, 20.74444], [10.34994, 28.94565, 19.70746], [10.64699, 29.05020, 21.46518], [12.75231, 28.30825, 21.35930], [12.63997, 29.58367, 20.14986], [12.06366, 27.61431, 18.56127], [12.78606, 26.50359, 19.76338], [14.71597, 28.47580, 19.68823], [14.00745, 28.81883, 18.17627], [17.24434, 28.19356, 18.43624], [16.50766, 28.16001, 16.82691], [17.75613, 26.11238, 16.17627], [17.83053, 25.56244, 17.87660], [19.37019, 27.97517, 16.71359], [20.06279, 26.43304, 16.87516], [20.12827, 26.52947, 19.25649], [19.15566, 27.94462, 19.43979], [20.74100, 27.95550, 18.49300], [14.17638, 24.98006, 16.99219], [15.44672, 25.75110, 16.10081], [14.06056, 27.82934, 15.74775], [12.67432, 26.95008, 16.33998], [14.66722, 25.93764, 14.20932], [13.28204, 26.92457, 13.88086], [11.87538, 24.70159, 14.86051], [13.47299, 23.92120, 14.83414], [12.78295, 24.60526, 13.32751], [16.21854, 24.66030, 19.19618], [14.79647, 25.38075, 20.09670], [16.18839, 27.28610, 20.87656], [17.63669, 26.52702, 20.26294], [17.21088, 25.73697, 22.67410], [16.54653, 24.38086, 22.03758], [14.78752, 26.85074, 22.46690], [15.03685, 25.70196, 23.70534], [14.24922, 25.23169, 22.21614], [11.25791, 18.40219, 30.66884], [12.56410, 18.42406, 29.85198], [12.25954, 17.75641, 28.48916], [13.45618, 17.78693, 27.55015], [12.83539, 17.20009, 25.93840], [11.90916, 18.60452, 25.12803], [12.53129, 19.98450, 25.23286], [11.63954, 21.03490, 24.53810], [11.30137, 20.66965, 23.08199], [14.19475, 16.57171, 24.83446], [15.25498, 17.64697, 24.57756], [16.42419, 17.22536, 23.70007], [16.09958, 17.49427, 22.27496], [11.55942, 15.89767, 26.01563], [11.26646, 15.38010, 24.50438], [9.96888, 14.62257, 24.44209], [9.98304, 13.93935, 23.02374], [10.44184, 18.71288, 30.09014], [11.28205, 19.00385, 31.54088], [11.13419, 17.37229, 30.94586], [13.38998, 17.89586, 30.40640], [12.89766, 19.40920, 29.51821], [11.40391, 18.32653, 28.11622], [12.03134, 16.68216, 28.48681], [14.23051, 17.16757, 27.91098], [13.93094, 18.81749, 27.37676], [10.95228, 18.76228, 25.62179], [11.80548, 18.28047, 24.11322], [13.59357, 20.01064, 24.88051], [12.51264, 20.26030, 26.27268], [12.20829, 21.96853, 24.47958], [10.68044, 21.11334, 25.01506], [12.25774, 20.26495, 22.71665], [11.12219, 21.55653, 22.46698], [10.50924, 19.94818, 22.85744], [13.59234, 16.28540, 23.93790], [14.61672, 15.69137, 25.26193], [15.64595, 17.89857, 25.61140], [14.81297, 18.55920, 24.17910], [16.55473, 16.13553, 23.70769], [17.34225, 17.62174, 24.14943], [17.01002, 17.30950, 21.65360], [15.92708, 18.53356, 22.18400], [15.26005, 16.91788, 21.88816], [10.68278, 16.15284, 26.60339], [12.01794, 15.07324, 26.58888], [12.14494, 14.80744, 24.18503], [11.23780, 16.32800, 23.92263], [9.20696, 15.40218, 24.45664], [9.79535, 14.06222, 25.35278], [10.69638, 13.05531, 22.95376], [10.21765, 14.62274, 22.20058], [9.01162, 13.48809, 22.81766], [20.10875, 11.02130, 26.08782], [20.79422, 11.69580, 24.87854], [22.13211, 12.27942, 25.31517], [22.11294, 13.33766, 26.38988], [21.32579, 14.91131, 26.09026], [19.61664, 14.93409, 26.69496], [19.44368, 14.32462, 28.09670], [17.99884, 14.11478, 28.51036], [17.86103, 14.25091, 30.02199], [22.31305, 16.03856, 27.10317], [22.76281, 15.69490, 28.56815], [24.11052, 16.25708, 28.93932], [24.06554, 17.86055, 29.18084], [21.23861, 15.39213, 24.31558], [22.65381, 15.74077, 23.78609], [22.74137, 15.85284, 22.24981], [22.22591, 14.63686, 21.49868], [19.12535, 10.79884, 25.68461], [19.82145, 11.78205, 26.84287], [20.68124, 10.24171, 26.55491], [20.00806, 12.38682, 24.46249], [20.97227, 10.91175, 24.16848], [22.67455, 12.60356, 24.38053], [22.73504, 11.45702, 25.67662], [23.18589, 13.53686, 26.67548], [21.77404, 12.86132, 27.32338], [19.15124, 14.20145, 25.97169], [19.24058, 15.88131, 26.45002], [19.88696, 15.00451, 28.80610], [19.95977, 13.42780, 28.15782], [17.58851, 13.21658, 28.12329], [17.41471, 14.92524, 27.99185], [18.53164, 13.59309, 30.58013], [16.85349, 14.08698, 30.38922], [18.03796, 15.23921, 30.31520], [21.81436, 17.00117, 26.97700], [23.23149, 16.20627, 26.54925], [22.75051, 14.63188, 28.64459], [21.98141, 16.09256, 29.20097], [24.74635, 16.11556, 28.08308], [24.56921, 15.66936, 29.78914], [25.04836, 18.28195, 29.56888], [23.27520, 18.23449, 29.87284], [23.79640, 18.31810, 28.21316], [20.48469, 16.19678, 24.25198], [20.86063, 14.52100, 23.81684], [23.36187, 14.94635, 24.11361], [23.08654, 16.60948, 24.29069], [23.80430, 16.06793, 22.04878], [22.23411, 16.78726, 21.97093], [22.16303, 14.94347, 20.48204], [21.13356, 14.36994, 21.80640], [22.70324, 13.72160, 21.72521], [12.67080, 22.32723, 18.05255], [13.77972, 21.35841, 17.56289], [14.52896, 21.78132, 16.30593], [15.64255, 20.74235, 16.19016], [16.93060, 21.04252, 14.97922], [16.30855, 21.03635, 13.30408], [17.40913, 21.62294, 12.30399], [16.84895, 21.87344, 10.92788], [16.28533, 20.66185, 10.21106], [18.12567, 19.71870, 15.19716], [19.05914, 19.20728, 14.04457], [20.41945, 18.71518, 14.60369], [20.24856, 17.60574, 15.57960], [17.76527, 22.63288, 15.36084], [19.23230, 22.62348, 15.19985], [19.83732, 23.97140, 15.52167], [21.30929, 23.95932, 15.42174], [12.10367, 21.78097, 18.85756], [11.91909, 22.44868, 17.21355], [13.01141, 23.31093, 18.28085], [13.46696, 20.37351, 17.39270], [14.55630, 21.26454, 18.43245], [15.02615, 22.73257, 16.34556], [13.85512, 21.67116, 15.51442], [15.14564, 19.77819, 16.04082], [15.98808, 20.53892, 17.15192], [15.42484, 21.65355, 13.34644], [16.11394, 19.98121, 13.02537], [18.20238, 20.87238, 12.20485], [17.81167, 22.60044, 12.65103], [17.75597, 22.07547, 10.38382], [16.27508, 22.79020, 10.89553], [16.34990, 20.66789, 9.08624], [15.23588, 20.48917, 10.50689], [16.85050, 19.82806, 10.55568], [17.67032, 18.88484, 15.73920], [18.75257, 20.18122, 15.98036], [19.32780, 20.18529, 13.55531], [18.59046, 18.44561, 13.38442], [20.92605, 19.52721, 15.07967], [20.96191, 18.45128, 13.66415], [21.10453, 16.96178, 15.68302], [19.44537, 16.90118, 15.13194], [19.87795, 17.82010, 16.61284], [17.47143, 22.94443, 16.42283], [17.38104, 23.33677, 14.66768], [19.43301, 22.39091, 14.15986], [19.71331, 21.83406, 15.74594], [19.54014, 24.42447, 16.49356], [19.48082, 24.69293, 14.81497], [21.71885, 24.75091, 16.04209], [21.74755, 24.10229, 14.41019], [21.78384, 23.02959, 15.69160], [23.92697, 20.65107, 31.98388], [25.32697, 20.81763, 31.49271], [25.45436, 21.37825, 30.07182], [24.47913, 22.57110, 29.76336], [24.77742, 23.43717, 28.24996], [26.28686, 24.44718, 28.43919], [26.75229, 25.22316, 27.24747], [28.11674, 25.81369, 27.68345], [27.94586, 26.97809, 28.65349], [23.34733, 24.49873, 27.89510], [22.02652, 23.87912, 28.34298], [20.85274, 24.54188, 27.50815], [19.63767, 23.67698, 27.55596], [24.95730, 22.20626, 26.91575], [23.80574, 21.27357, 26.55731], [24.21776, 20.23074, 25.50861], [23.13283, 19.16765, 25.21037], [23.88268, 20.09376, 32.95636], [23.37125, 20.09584, 31.15383], [23.43381, 21.67545, 32.04162], [26.05561, 19.99023, 31.70429], [25.81140, 21.57037, 32.18404], [25.17749, 20.55126, 29.40151], [26.50841, 21.57384, 29.74534], [24.43762, 23.31924, 30.57838], [23.48753, 22.15590, 29.59685], [27.11389, 23.79409, 28.77729], [26.18447, 25.05233, 29.31672], [25.98737, 25.87864, 26.87762], [26.96155, 24.44417, 26.44429], [28.69089, 26.18939, 26.82436], [28.65627, 25.01756, 28.16354], [27.51386, 27.85325, 28.25635], [28.95832, 27.16048, 28.90986], [27.56710, 26.47788, 29.54916], [23.42036, 24.62848, 26.84436], [23.58272, 25.38204, 28.39072], [21.90525, 24.06357, 29.41650], [21.94258, 22.83034, 28.17413], [21.28215, 24.49008, 26.48975], [20.71858, 25.59601, 27.85268], [19.25284, 23.50252, 28.55429], [19.81756, 22.66895, 27.12832], [18.84268, 24.01958, 26.89080], [25.78619, 21.53518, 27.08294], [25.12568, 22.71038, 25.97052], [22.92330, 21.79536, 26.22536], [23.58268, 20.59393, 27.46228], [25.04293, 19.71179, 25.94597], [24.43648, 20.70386, 24.46869], [22.19779, 19.70201, 25.09081], [23.06701, 18.38348, 25.91561], [23.37343, 18.73275, 24.27650], [20.04540, 21.13775, 24.33737], [19.33883, 21.10505, 23.00732], [19.58228, 19.82851, 22.34708], [17.87392, 21.17408, 23.19282], [19.95910, 22.14202, 22.09142], [19.76748, 23.57216, 22.33606], [19.68492, 23.91018, 23.71039], [20.21530, 20.10439, 24.68869], [19.50283, 21.61616, 25.10723], [21.02053, 21.60682, 24.25437], [19.05300, 19.81217, 21.35411], [19.34961, 19.04670, 23.05454], [20.65843, 19.73010, 22.08256], [17.57309, 20.36184, 23.89547], [17.40212, 21.02910, 22.20746], [17.68134, 22.17459, 23.54794], [19.61394, 21.87776, 21.12668], [21.01895, 21.88258, 22.06420], [18.84913, 23.95872, 21.86376], [20.65786, 24.12836, 21.93146], [20.54343, 24.20010, 24.08677], [26.49195, 25.30614, 21.65784], [27.12708, 23.96378, 21.98375], [28.64000, 24.14246, 21.87773], [26.68615, 23.66829, 23.36718], [26.79566, 22.82620, 20.91943], [25.34940, 22.49004, 20.75657], [24.51362, 23.64447, 20.42045], [27.07816, 26.06153, 22.22626], [25.42288, 25.21298, 21.91196], [26.55624, 25.57535, 20.67150], [29.08438, 23.29586, 22.28112], [28.97158, 25.05057, 22.34044], [28.94086, 24.19963, 20.85054], [26.61887, 24.53839, 23.95696], [27.31966, 22.89016, 23.78584], [25.65789, 23.37811, 23.22774], [27.45713, 22.02069, 21.25164], [27.11877, 23.26381, 19.96664], [25.01342, 21.86132, 21.57619], [25.31042, 21.73220, 19.96175], [23.75746, 23.74244, 21.00873], [17.28563, 22.30859, 19.36827], [23.15729, 23.76552, 23.62609], [18.54980, 18.66359, 26.46384], [17.87987, 19.98860, 26.16879], [19.18564, 18.29165, 25.42650], [19.51420, 18.97516, 27.60603], [19.09950, 19.65941, 28.64697], [19.91933, 17.81393, 28.15784], [20.61904, 19.64779, 27.17100], [16.76075, 20.42999, 26.85630], [16.06463, 21.58464, 26.05894], [15.06077, 21.64681, 26.56271], [16.46340, 22.60206, 26.05483], [15.88835, 21.15840, 25.07543], [16.98554, 20.71358, 27.89302], [15.93966, 19.63456, 26.98178], [17.73423, 18.03288, 26.83004]],
  "charge": 4,
  "gap_ev": 8.5,
  "e_tot_ev": -306769.86413
}